# 1
Below is a molecular structure, C5H9FN3 at a distorted geometry, with properties calculated with wB97M-V/def2-TZVPD.

Element x y z (Å)
C1 -1.715 -0.603 -0.312
C2 -1.833 -0.275 0.975
C3 -0.556 -0.349 -1.095
C4 -0.715 0.497 1.636
C5 1.873 0.249 -0.994
N1 -0.596 -0.431 -2.316
N2 0.554 0.152 -0.397
N3 0.501 0.362 0.909
F1 1.064 -1.125 1.510
H1 -2.451 -1.041 -1.085
H2 -2.565 -0.779 1.499
H3 -1.245 1.526 1.693
H4 -0.650 0.148 2.713
H5 2.317 1.312 -0.713
H6 2.507 -0.581 -0.676
H7 1.631 0.281 -2.094
H8 0.299 -0.278 -2.787
H9 1.581 0.936 1.534

As for the lowest unoccupied orbital energy (alpha / beta): -5.9 / -5.9 eV. The calculation puts the HOMO-LUMO gap (alpha / beta) at 8.41 / 8.42 eV. The highest occupied orbital energy (alpha / beta) comes out at -14.2772 / -14.2782 eV. The net charge is +1.


# 2
Below is a molecular structure, C5H9GdO3 at a distorted geometry, with properties calculated with wB97M-V/def2-TZVPD.

Element x y z (Å)
O1 0.376 -1.091 0.395
Gd1 2.288 1.145 -1.742
O2 0.560 1.074 0.209
C1 -0.137 0.120 0.593
C2 -0.492 -2.231 0.218
C3 0.362 -3.461 0.043
H1 -1.134 -2.312 1.104
H2 -1.128 -2.052 -0.658
H3 0.994 -3.634 0.924
H4 -0.297 -4.329 -0.090
H5 1.004 -3.373 -0.843
O3 -0.902 0.164 1.682
C4 -2.013 1.047 1.522
C5 -2.642 1.347 2.788
H6 -1.430 1.829 0.799
H7 -2.294 0.873 3.706
H8 -3.533 1.973 2.804
H9 -2.681 0.680 0.725

As for the lowest unoccupied orbital energy (alpha / beta): -4.0 / -3.6 eV. The calculation puts the HOMO-LUMO gap (alpha / beta) at 7.42 / 6.43 eV. The spin multiplicity is 9. The highest occupied orbital energy (alpha / beta) comes out at -11.4532 / -10.0609 eV. The net charge is +1.


# 3
Below is 2 unconnected molecules or ions with the total composition C5H9I at a distorted geometry, with properties calculated with wB97M-V/def2-TZVPD.

Element x y z (Å)
C1 0.459 0.601 0.818
C2 -2.020 0.673 1.721
C3 0.388 -0.058 -0.377
C4 0.715 0.544 -1.772
C5 0.207 -1.509 -0.599
I1 -1.869 2.039 3.299
H1 0.813 1.629 0.878
H2 0.333 0.089 1.729
H3 -1.902 -0.290 2.168
H4 1.584 -0.035 -2.170
H5 1.032 1.568 -1.599
H6 -0.198 0.476 -2.383
H7 0.117 -1.766 -1.611
H8 -0.697 -1.785 0.027
H9 1.038 -2.176 -0.130

As for the lowest unoccupied orbital energy: -0.9 eV. The calculation puts the HOMO-LUMO gap at 7.45 eV. The highest occupied orbital energy comes out at -8.3685 eV. The net charge is 0.


# 4
Below is 2 unconnected molecules or ions with the total composition C5H9IN at a distorted geometry, with properties calculated with wB97M-V/def2-TZVPD.

Element x y z (Å)
C1 -2.411 -2.108 -0.654
C2 1.848 0.826 -0.073
C3 0.500 1.563 -0.062
C4 -0.072 -1.550 -0.170
C5 -0.503 0.792 0.733
N1 -1.283 -1.809 -0.391
I1 -2.529 0.980 0.517
H1 -3.382 -2.401 -0.701
H2 2.637 1.561 -0.131
H3 1.890 0.360 0.846
H4 2.034 0.105 -0.787
H5 0.513 2.505 0.455
H6 0.141 1.771 -1.091
H7 0.240 -2.077 0.766
H8 0.496 -0.980 -0.897
H9 -0.119 0.462 1.642

As for the lowest unoccupied orbital energy (alpha / beta): -5.5 / -5.4 eV. The calculation puts the HOMO-LUMO gap (alpha / beta) at 7.46 / 7.47 eV. The highest occupied orbital energy (alpha / beta) comes out at -12.9154 / -12.9182 eV. The net charge is +1.


# 5
Below is a gas-phase ion, C5H9IN (charge +1) at a distorted geometry, with properties calculated with wB97M-V/def2-TZVPD.

Element x y z (Å)
C1 -0.818 -0.701 -2.239
C2 0.809 -0.367 -0.616
C3 0.220 0.128 0.688
C4 0.928 -0.440 1.848
C5 -0.837 1.079 0.788
N1 -0.329 -0.973 -1.130
I1 -0.876 0.985 -3.517
H1 -1.637 -1.258 -2.477
H2 1.096 0.463 -1.332
H3 1.774 -1.038 -0.493
H4 1.995 -0.117 1.904
H5 1.049 -1.520 1.665
H6 0.491 -0.217 2.824
H7 -1.134 1.843 1.546
H8 -1.732 0.498 0.742
H9 -0.998 1.634 -0.201

As for the lowest unoccupied orbital energy: -6.3 eV. The calculation puts the HOMO-LUMO gap at 7.07 eV. The highest occupied orbital energy comes out at -13.4084 eV. The net charge is +1.


# 6
Below is a single C5H9IO molecule at a distorted geometry, with properties calculated with wB97M-V/def2-TZVPD.

Element x y z (Å)
C1 -0.473 1.865 -0.596
C2 -0.660 0.605 0.207
O1 -0.387 0.659 1.491
I1 -2.761 -0.103 -0.134
C3 0.225 -0.637 -0.462
C4 1.536 -1.061 0.126
C5 0.323 -1.988 0.166
H1 -0.761 1.866 -1.586
H2 0.591 2.020 -0.437
H3 -1.044 2.550 -0.065
H4 -0.843 1.443 1.864
H5 0.199 -0.537 -1.606
H6 1.893 -0.752 1.030
H7 2.272 -1.229 -0.664
H8 0.116 -2.878 -0.397
H9 -0.226 -1.821 1.064

The SMILES is C[C@@](O)(I)C1CC1. As for the lowest unoccupied orbital energy: 0.7 eV. The calculation puts the HOMO-LUMO gap at 9.70 eV. The highest occupied orbital energy comes out at -9.0404 eV. The net charge is 0.


# 7
Below is a molecular structure, C5H9IrO3 at a distorted geometry, with properties calculated with wB97M-V/def2-TZVPD.

Element x y z (Å)
O1 -1.075 2.017 0.288
C1 -1.597 1.132 -0.443
C2 -1.715 -0.278 0.075
H1 1.841 0.838 -2.185
H2 -2.754 -0.498 0.356
H3 -1.560 -0.901 -0.826
O2 2.053 1.455 -0.306
C3 1.703 0.303 -0.954
C4 1.552 -0.737 0.180
O3 0.564 -0.203 1.083
C5 -0.750 -0.760 1.151
Ir1 0.724 1.763 1.036
H4 1.011 -0.223 -1.648
H5 2.492 -0.972 0.696
H6 1.168 -1.682 -0.231
H7 -1.148 -0.509 2.142
H8 -0.657 -1.853 1.106
H9 -1.853 1.108 -1.519

As for the lowest unoccupied orbital energy (alpha / beta): -9.6 / -11.9 eV. The calculation puts the HOMO-LUMO gap (alpha / beta) at 7.90 / 6.72 eV. The spin multiplicity is 5. The highest occupied orbital energy (alpha / beta) comes out at -17.4609 / -18.6476 eV. The net charge is +2.


# 8
Below is a gas-phase ion, C5H9N (charge -1) at a distorted geometry, with properties calculated with wB97M-V/def2-TZVPD.

Element x y z (Å)
N1 -2.671 1.546 -0.486
C1 -1.346 1.130 -0.882
C2 -0.242 1.154 -0.082
C3 0.979 0.445 -0.344
C4 1.597 -0.412 0.586
C5 1.505 -1.926 0.637
H1 -3.285 1.182 -1.187
H2 -2.919 1.283 0.449
H3 -1.209 0.730 -1.877
H4 -0.385 1.339 0.992
H5 1.391 0.392 -1.380
H6 2.007 0.085 1.490
H7 0.580 -2.288 0.184
H8 2.391 -2.430 0.205
H9 1.606 -2.229 1.697

As for the lowest unoccupied orbital energy (alpha / beta): 4.4 / 4.4 eV. The calculation puts the HOMO-LUMO gap (alpha / beta) at 4.55 / 5.15 eV. The spin multiplicity is 2. The highest occupied orbital energy (alpha / beta) comes out at -0.1654 / -0.7620 eV. The net charge is -1.


# 9
Below is a single C5H9N molecule, with properties calculated with wB97M-V/def2-TZVPD.

Element x y z (Å)
C1 -1.669 0.982 0.033
C2 -1.761 -0.516 -0.086
C3 -0.490 0.122 0.378
N1 0.616 0.124 -0.540
C4 1.594 -0.936 -0.377
C5 1.910 0.458 0.022
H1 -1.588 1.552 -0.888
H2 -2.214 1.477 0.831
H3 -2.344 -1.060 0.652
H4 -1.759 -0.950 -1.081
H5 -0.239 0.010 1.438
H6 1.439 -1.665 0.419
H7 1.994 -1.349 -1.301
H8 2.556 1.083 -0.591
H9 1.955 0.668 1.091

The SMILES is C1CC1N1CC1. As for the lowest unoccupied orbital energy: 1.3 eV. The calculation puts the HOMO-LUMO gap at 10.51 eV. The highest occupied orbital energy comes out at -9.1856 eV. The net charge is 0.


# 10
Below is a single C5H9N molecule at a distorted geometry, with properties calculated with wB97M-V/def2-TZVPD.

Element x y z (Å)
C1 0.724 -0.812 2.878
N1 0.714 0.182 2.072
C2 0.551 -0.041 0.731
C3 0.555 0.979 -0.209
C4 0.169 0.683 -1.585
C5 -1.088 -0.266 -1.691
H1 0.695 -0.454 3.897
H2 0.367 -1.829 2.707
H3 0.316 -0.988 0.401
H4 0.499 2.004 0.044
H5 -0.211 1.740 -1.977
H6 1.008 0.259 -2.321
H7 -0.799 -1.101 -1.152
H8 -1.489 -0.515 -2.592
H9 -2.010 0.159 -1.201

The SMILES is C=N/C=C/CC. As for the lowest unoccupied orbital energy: 0.5 eV. The calculation puts the HOMO-LUMO gap at 9.23 eV. The highest occupied orbital energy comes out at -8.7815 eV. The net charge is 0.


Calculated energy relative to the best compared isomer or geometry (same formula, charge and spin), 6.196 1.000 4.753 4.475 2.950 1.191 4.255 1.488 2.136 2.673 eV (same order as the records).